{"formula": "C31H43EuN8", "method": "ωB97M-V with the def2-TZVPD basis set", "homo_ev": [-5.304, -5.349], "relative_energy_kj_mol": 0.0, "homo_lumo_gap_ha": [0.1918, 0.1934], "s_squared": 12.0673, "spin_multiplicity": 7, "elements": ["Eu", "C", "C", "C", "C", "C", "C", "C", "C", "C", "C", "H", "H", "H", "H", "H", "H", "H", "H", "H", "H", "H", "H", "H", "H", "H", "N", "C", "C", "N", "H", "H", "H", "H", "H", "H", "H", "H", "C", "C", "C", "C", "C", "C", "C", "C", "N", "H", "H", "H", "H", "H", "H", "H", "H", "H", "C", "C", "N", "C", "C", "N", "C", "N", "N", "N", "C", "C", "C", "C", "C", "C", "H", "H", "H", "H", "H", "H", "H", "H", "H", "H", "H"], "positions_angstrom": [[-0.070574, 0.542504, 0.374471], [1.596351, 2.551614, -0.046982], [1.574467, 2.468100, 1.369401], [0.272370, 2.807014, 1.807437], [-0.512666, 3.096516, 0.660454], [0.310124, 2.957536, -0.484399], [-0.107348, 3.310901, -1.884528], [-1.936615, 3.577796, 0.635592], [-0.140283, 3.008102, 3.238561], [2.773824, 2.260830, 2.248089], [2.821619, 2.407829, -0.908688], [0.698860, 3.136157, -2.595003], [-0.374960, 4.368574, -1.947377], [-0.968277, 2.725536, -2.217653], [-2.500495, 3.241371, 1.507874], [-2.458440, 3.213651, -0.250473], [-1.986132, 4.670703, 0.625468], [-1.222075, 2.948100, 3.367366], [0.163186, 3.995527, 3.598193], [0.319127, 2.275941, 3.908631], [2.488797, 1.957791, 3.255736], [3.356622, 3.182087, 2.341331], [3.454101, 1.499409, 1.854558], [2.579501, 2.042199, -1.909016], [3.546894, 1.716845, -0.469939], [3.335007, 3.365833, -1.033499], [1.854917, -1.116219, -0.335603], [1.182295, -2.331601, -0.850143], [0.362887, -3.010542, 0.234761], [-0.723726, -2.142785, 0.676194], [2.386056, -0.685079, -1.088745], [2.532499, -1.381231, 0.376307], [1.904008, -3.049877, -1.255459], [0.516776, -2.015284, -1.657491], [1.005491, -3.232591, 1.094996], [0.016155, -3.973564, -0.161542], [-1.269406, -2.598796, 1.399097], [-1.345027, -1.891082, -0.103013], [-4.139619, -0.806670, -1.440553], [-3.203117, -0.694194, -2.610204], [-3.637640, -0.982491, -3.889565], [-2.793047, -0.885501, -4.990037], [-1.483218, -0.484443, -4.774854], [-1.007297, -0.185972, -3.507115], [0.434888, 0.225988, -3.359382], [-1.861057, -0.283397, -2.363782], [-1.429308, -0.026285, -1.114904], [-5.178883, -0.811242, -1.770433], [-3.982385, 0.021301, -0.745754], [-3.967267, -1.727409, -0.871562], [-4.669883, -1.286827, -4.032387], [-3.149970, -1.107693, -5.987024], [-0.806187, -0.395345, -5.618710], [0.704844, 1.014127, -4.064623], [1.119097, -0.612429, -3.539886], [0.624029, 0.597004, -2.345484], [-2.153654, 0.077364, 3.299334], [-0.731680, -0.188980, 3.644202], [0.262779, -0.274088, 2.790785], [1.388341, -0.558553, 3.527478], [1.065819, -0.636590, 4.842537], [-0.293654, -0.411137, 4.911311], [-1.053855, -0.204419, 6.122886], [-1.183561, 1.190140, 6.439439], [-2.282310, 1.876718, 6.032508], [-2.148059, 3.113968, 6.310691], [-0.916838, 3.295431, 6.903312], [-0.298342, 4.458500, 7.373695], [0.956313, 4.322696, 7.915894], [1.591132, 3.065354, 7.996140], [0.994697, 1.912280, 7.539176], [-0.281723, 2.056543, 6.989670], [-2.254531, 0.303062, 2.232724], [-2.557591, 0.912399, 3.873538], [-2.771675, -0.801517, 3.496950], [2.355136, -0.670575, 3.070250], [1.656157, -0.831566, 5.718744], [-0.547157, -0.721048, 6.938983], [-2.060901, -0.605569, 6.011397], [-0.793705, 5.415286, 7.305030], [1.475781, 5.193700, 8.289853], [2.579447, 3.008813, 8.430579], [1.494620, 0.956481, 7.606304]], "atomic_forces_ev_per_a": [[-0.66, -1.72, -0.04], [0.12, 0.33, -0.08], [0.03, 0.22, -0.08], [0.05, 0.26, -0.01], [0.03, 0.30, 0.08], [0.10, 0.37, -0.05], [-0.06, -0.09, 0.03], [0.02, -0.04, 0.00], [0.00, -0.05, -0.04], [-0.03, -0.08, -0.03], [-0.05, -0.07, 0.02], [0.03, 0.00, -0.02], [-0.01, 0.02, -0.01], [0.01, 0.00, 0.01], [0.00, 0.00, 0.02], [0.00, 0.00, 0.00], [0.00, 0.01, 0.00], [-0.02, 0.00, -0.01], [0.00, 0.02, 0.01], [0.03, -0.02, 0.02], [-0.01, 0.00, 0.02], [0.01, 0.01, 0.00], [0.00, 0.00, 0.00], [-0.01, 0.00, 0.00], [-0.01, 0.00, 0.00], [0.00, -0.01, 0.00], [-0.01, 0.02, -0.02], [0.00, -0.06, -0.05], [0.04, -0.03, -0.08], [-0.08, -0.10, -0.10], [-0.04, 0.02, 0.05], [-0.05, 0.05, -0.07], [-0.04, 0.04, 0.01], [0.03, -0.03, 0.02], [0.01, 0.00, -0.01], [0.02, 0.04, 0.01], [0.02, 0.08, -0.02], [0.09, 0.09, 0.09], [0.00, 0.03, -0.01], [-0.12, 0.02, 0.04], [-0.07, -0.01, -0.07], [0.02, 0.01, 0.01], [-0.05, -0.02, -0.03], [0.03, -0.02, 0.01], [0.06, -0.04, 0.15], [-0.10, -0.06, -0.15], [0.79, 0.52, 0.36], [-0.04, -0.03, -0.02], [-0.02, -0.01, -0.03], [0.03, 0.01, 0.03], [-0.02, -0.01, -0.01], [0.00, -0.01, -0.01], [0.02, 0.00, -0.04], [0.01, 0.02, -0.01], [-0.01, 0.00, -0.01], [-0.05, 0.03, -0.17], [-0.07, 0.06, -0.15], [-0.08, -0.03, -0.15], [0.00, 0.01, 0.33], [-0.04, 0.05, 0.10], [0.07, -0.01, -0.02], [0.06, -0.08, 0.02], [-0.03, 0.00, -0.02], [0.01, 0.26, 0.18], [-0.12, 0.05, 0.11], [0.01, -0.16, -0.09], [0.08, -0.07, 0.05], [-0.01, -0.09, -0.01], [0.00, -0.01, -0.01], [-0.02, -0.03, 0.00], [0.01, 0.03, 0.02], [-0.02, 0.05, -0.08], [0.01, -0.04, 0.11], [0.01, -0.05, -0.07], [-0.02, 0.00, 0.01], [0.05, -0.01, -0.02], [0.03, -0.03, 0.04], [-0.05, 0.04, -0.05], [0.07, 0.03, -0.01], [-0.03, 0.04, -0.01], [0.01, 0.01, 0.01], [0.03, 0.00, 0.01], [0.02, -0.03, 0.00]], "mulliken_spin": [6.162, 0.006, 0.003, -0.021, 0.012, 0.000, -0.011, -0.001, -0.005, -0.004, -0.004, 0.000, 0.000, 0.001, -0.002, 0.000, 0.000, 0.000, -0.001, 0.000, -0.001, -0.001, -0.001, 0.000, 0.000, -0.001, 0.000, 0.008, -0.002, 0.000, 0.001, 0.001, 0.000, -0.001, 0.000, 0.000, 0.002, -0.005, 0.005, -0.017, 0.017, -0.030, 0.018, -0.019, 0.000, 0.011, -0.141, 0.000, -0.001, -0.002, 0.000, -0.002, 0.000, -0.001, -0.001, 0.010, -0.001, 0.001, 0.001, 0.006, 0.000, 0.000, 0.000, 0.000, 0.000, 0.000, 0.000, 0.000, 0.000, 0.000, 0.000, 0.000, 0.006, 0.002, 0.001, 0.000, 0.000, 0.000, 0.000, 0.000, 0.000, 0.000, 0.000]}